Entry 1:
C31H44ClFeGeN2O10 as an isolated structure at a distorted geometry, computed with ωB97M-V/def2-TZVPD.

Structure (XYZ):
```
90
Properties=species:S:1:pos:R:3:nbo_charge:R:1
O 0.010 1.271 3.285 -0.67
C 2.416 -2.323 -0.698 0.07
H 2.589 -1.730 3.236 0.20
N -0.079 -1.919 -3.182 -0.80
O 0.445 -1.031 2.764 -0.72
H 4.187 0.474 -1.951 0.23
H 0.400 0.581 -2.485 0.10
H -4.919 -3.228 -0.062 0.26
H -1.363 -7.051 1.603 0.23
H -0.885 -3.716 -1.048 0.24
H 0.398 2.337 -2.636 0.22
H 1.761 -3.458 -4.253 0.23
H 3.068 3.256 -3.016 0.23
C -0.835 -5.189 2.526 -0.18
Fe 0.030 -0.129 -0.431 1.54
C -0.521 -3.278 1.014 0.30
C -0.537 -3.862 2.325 -0.26
H -5.745 -1.914 4.635 0.22
H -2.899 1.048 -0.760 0.20
N 1.267 -1.922 -1.295 -0.66
C -4.464 -1.709 2.939 -0.17
C 3.128 -3.535 -2.607 -0.11
H -2.715 1.658 1.633 0.23
Ge 1.503 2.120 0.840 1.37
H -0.483 4.374 0.435 0.22
H -3.788 -1.018 3.424 0.23
C -2.525 2.021 -1.070 -0.62
H 2.949 -1.207 4.887 0.22
C -2.843 -1.567 -0.603 0.72
H 2.193 2.408 4.309 0.23
H 2.144 3.599 -1.539 0.21
O 2.545 0.791 2.116 -0.94
O -3.641 -2.110 -1.327 -0.57
H 4.250 -3.394 -0.757 0.24
C -5.563 -2.203 3.609 -0.21
C -1.127 3.987 -0.356 -0.63
H 4.056 -0.806 3.555 0.24
C 2.298 0.401 3.575 0.25
C 3.340 0.547 -2.632 -0.61
H 3.856 -4.157 -3.111 0.23
O -2.433 -0.552 1.506 -0.62
H -6.891 -4.098 1.137 0.23
H -0.781 -0.608 1.488 0.05
C 3.011 -0.923 3.836 -0.64
H 0.353 -0.106 4.756 0.22
C 3.358 -3.114 -1.295 -0.29
H -1.385 -6.087 -0.664 0.23
C -0.837 -4.134 -0.054 -0.26
C 2.747 1.496 4.527 -0.64
C -1.634 2.599 0.025 0.27
H -3.279 3.287 1.239 0.23
C 0.705 0.185 3.767 0.39
C 0.987 1.440 -2.823 -0.59
H 1.167 1.343 -3.892 0.23
O -0.499 1.715 0.161 -1.02
H 2.910 -0.444 -2.767 0.20
O -1.668 -1.151 -0.997 -0.91
C -6.444 -3.057 2.955 -0.15
H 3.804 1.686 4.352 0.24
H -0.551 3.933 -1.281 0.21
C 1.983 -3.147 -3.242 -0.29
O -0.130 -2.073 1.045 -0.65
C -6.205 -3.431 1.641 -0.22
C -3.130 -1.368 0.913 0.48
H -0.286 -3.190 3.135 0.22
C -1.137 -5.461 0.182 -0.17
H 3.687 0.921 -3.595 0.22
C -2.397 2.658 1.346 -0.64
H 3.782 2.939 -1.423 0.23
C -4.223 -2.062 1.602 -0.13
C -5.097 -2.951 0.964 -0.15
C 2.305 1.495 -2.034 0.26
O 1.393 -0.487 0.928 -0.72
O 2.042 1.008 -0.691 -0.99
H -0.828 -5.582 3.532 0.23
H -0.316 -2.296 -4.082 0.41
C 1.053 -2.330 -2.568 0.43
H -7.324 -3.419 3.470 0.23
H -0.815 -1.483 -2.638 0.42
Cl 0.306 -0.896 1.441 2.29
H -1.965 4.666 -0.501 0.23
H -0.220 0.971 2.383 0.44
H -1.946 1.880 -1.985 0.21
H -1.757 3.054 2.135 0.22
H 2.574 -1.974 0.308 0.21
H 2.594 1.203 5.566 0.21
C 2.859 2.916 -2.003 -0.63
H -3.368 2.680 -1.269 0.23
H 0.040 0.188 1.664 -0.24
C -1.134 -6.007 1.450 -0.20
```

Values from the calculation:
* HOMO level (spin up / spin down): -0.4033 / -0.4029 Ha
* total charge: +1
* 2S+1: 5
* ⟨S²⟩: 6.03
* molecular weight: 768.61 g mol⁻¹
* gap between HOMO and LUMO (spin up / spin down): 7.724 / 7.484 eV

=====

Entry 2:
A 4-piece molecular cluster, C31H44FN7O overall at a distorted geometry, computed with ωB97M-V/def2-TZVPD.

Structure (XYZ):
```
84
Properties=species:S:1:pos:R:3:mulliken_charge:R:1
H -1.182 5.632 1.248 0.22
H -3.451 -4.725 0.868 0.33
H 3.439 -3.730 -0.577 0.11
H -5.953 -0.842 -1.908 0.41
C 5.136 -1.663 -3.322 0.42
H 1.439 0.907 3.764 0.69
C -1.104 0.679 -0.011 2.03
H -0.101 2.426 2.023 0.37
H -2.600 2.341 2.706 0.41
H -0.502 -1.319 -0.312 1.29
C 1.162 -0.813 2.420 -2.24
H 3.147 -4.775 0.797 0.43
H 1.471 1.335 -0.370 0.16
H -1.391 0.410 2.692 -0.08
H 0.073 2.876 3.732 0.43
N -1.027 4.965 1.999 -0.68
H 3.999 0.792 -0.195 0.50
H 6.474 -2.821 -2.202 0.30
H 2.922 4.470 -0.820 0.31
H 3.984 2.962 -0.710 0.23
H -0.573 1.195 -0.808 0.32
C -3.931 1.345 -5.756 -0.91
H -3.622 1.326 0.944 0.47
H 1.899 3.991 1.278 0.40
C -2.598 -0.511 -1.691 -0.13
C -3.644 0.699 0.059 -0.25
N -3.353 2.290 -3.398 -0.36
H 5.353 -1.830 -1.247 0.08
C -3.608 1.880 -4.438 0.42
N -2.959 4.011 1.021 -0.65
H -4.780 1.881 -6.175 0.30
C -4.992 -0.508 -1.538 -0.72
C 1.128 -0.470 0.905 3.32
C 1.889 -3.031 0.825 -0.83
C -3.829 -0.908 -2.189 -1.05
C 2.659 -4.116 0.077 -0.39
H -0.949 -0.968 1.312 -0.99
H 2.201 -1.052 2.681 0.34
C 3.325 -1.083 0.258 -1.35
H -1.172 0.852 4.354 0.43
H 0.999 -2.694 -1.511 0.59
H -1.700 -0.829 -2.209 0.22
C -0.683 0.880 3.375 0.21
H -3.827 -1.533 -3.073 0.54
C 0.681 0.169 3.508 -1.52
C 1.673 -1.846 -1.368 -1.04
H -1.728 -4.445 0.553 0.25
H -4.182 0.289 -5.673 0.26
C -2.467 0.285 -0.557 0.11
N -1.880 3.021 2.919 -0.42
C 5.972 -1.858 -2.142 -0.52
C -1.912 4.049 1.964 0.61
C -0.378 -0.575 0.476 -1.56
N 4.463 -1.513 -4.241 -0.43
N -2.711 -2.033 2.309 -0.40
H 2.302 -3.002 1.829 0.55
H -2.244 -5.145 2.099 0.35
H -3.076 1.456 -6.420 0.30
C 0.698 0.186 -2.785 0.16
C -2.620 -3.095 1.884 0.52
C -4.882 0.307 -0.424 -1.12
H 1.841 1.938 2.310 -0.32
H 0.153 0.972 -3.254 0.52
H 0.853 -3.380 0.900 0.23
C 2.477 3.215 0.784 -0.53
H -1.300 1.381 0.800 -1.32
H -3.344 3.084 0.895 0.30
C 1.947 0.769 0.427 -0.12
C 1.895 -1.638 0.168 1.37
H -5.788 0.633 0.072 0.44
N 3.184 0.195 -0.214 0.31
H 3.462 1.609 1.780 0.78
C 3.166 3.548 -0.306 -0.96
O 4.331 -1.616 0.684 -0.71
H 0.617 -1.743 2.575 0.54
H 6.720 -1.069 -2.080 0.29
C -2.504 -4.433 1.318 -1.06
C 1.129 -0.736 -2.152 -1.26
C 2.450 1.835 1.429 -0.06
C -0.561 2.363 3.010 -1.11
H -2.639 4.331 0.117 0.32
H 0.618 -0.438 4.415 0.51
H 2.634 -2.082 -1.827 0.45
F 1.780 -4.917 -0.659 -0.35
```

Values from the calculation:
* HOMO level: -0.3292 Ha
* total charge: 0
* molecular weight: 549.74 g mol⁻¹
* SMILES: [H]/N=C(\N)NCCCC[C@@]1(CCc2ccccc2)[C@@H](CC=C)NC(=O)[C@@]1(CC#C)CCF.CC#N.CC#N.CC#N
* gap between HOMO and LUMO: 9.448 eV

=====

Entry 3:
One molecule with the formula C31H44N4O5, computed with ωB97M-V/def2-TZVPD.

Structure (XYZ):
```
84
Properties=species:S:1:pos:R:3:nbo_charge:R:1
C 3.388 -2.758 -0.694 0.53
C 5.954 -1.455 2.395 -0.23
H -0.321 -1.699 -0.435 0.23
C -4.887 0.447 0.656 -0.06
C 1.758 2.378 -1.178 0.71
H -8.825 -0.113 1.827 0.19
C 1.618 -1.407 0.386 0.60
H 0.840 -0.898 -1.483 0.27
H 3.999 0.501 -1.211 0.19
H 6.706 1.695 -0.424 0.17
H -11.061 -0.456 0.591 0.20
O 1.565 1.280 -1.639 -0.59
H 3.325 2.884 1.448 0.20
H 7.185 0.336 2.348 0.19
H -6.728 0.437 -0.423 0.21
N 0.812 3.162 -0.560 -0.49
C 2.958 -1.981 0.352 -0.37
H 3.479 -0.905 2.136 0.19
H -11.077 -1.384 -0.909 0.21
N 5.614 0.475 0.921 -0.47
C 3.086 3.141 -1.175 -0.13
O 0.634 5.236 0.409 -0.56
C 4.710 1.339 -1.149 -0.22
C 6.620 -0.279 1.635 -0.21
H 3.365 4.779 0.248 0.25
H 4.773 1.270 2.649 0.20
H -8.721 -1.870 1.916 0.20
C -10.617 -1.303 0.073 -0.60
H 2.806 -4.015 -2.294 0.23
H 5.431 -1.066 3.279 0.18
H -10.847 -2.206 0.635 0.20
C 3.869 -1.618 1.407 0.18
H 5.739 2.437 1.706 0.17
C -6.918 -0.925 1.248 -0.39
C 5.967 0.873 -0.422 -0.22
C 1.024 -3.055 -1.476 -0.01
H 3.434 3.224 -2.211 0.23
C 0.714 -1.728 -0.780 -0.53
H 4.972 1.656 -2.161 0.20
C -3.182 1.957 -0.059 0.31
C -2.878 3.173 -0.677 -0.26
H -1.342 4.510 -1.317 0.22
N 4.142 2.469 -0.435 -0.44
H -4.453 -0.407 0.118 0.17
N 5.053 -2.092 1.484 -0.52
H -3.691 3.789 -1.026 0.22
C -1.569 3.569 -0.840 -0.17
H -0.330 -4.228 -0.262 0.21
C 1.284 4.404 -0.162 0.71
C 2.508 -3.058 -1.863 -0.49
C 2.731 4.509 -0.595 -0.51
H 6.719 -2.168 2.709 0.20
O -4.503 1.659 0.038 -0.49
C 5.034 1.588 1.638 -0.21
H -6.540 -1.779 0.681 0.19
H 1.314 -4.161 0.371 0.22
H 6.388 0.016 -0.950 0.21
C 3.772 2.047 0.908 -0.25
C 0.722 -4.227 -0.539 -0.62
H -2.341 0.217 0.898 0.21
H 5.086 -2.930 0.101 0.51
H -8.908 -0.224 -0.641 0.20
H 2.816 5.307 -1.334 0.25
O 1.253 -0.667 1.284 -0.61
H 0.396 -4.109 -3.261 0.21
C -6.410 0.368 0.617 -0.41
C -0.829 1.557 0.250 -0.19
H 0.354 -2.351 -3.414 0.21
H -0.035 0.931 0.626 0.26
H -6.517 -1.001 2.263 0.20
H 7.321 -0.698 0.911 0.20
H 3.050 1.216 0.889 0.20
H 2.682 -2.287 -2.620 0.24
H -8.684 -1.974 -0.586 0.19
C -8.443 -1.000 1.317 -0.39
C -2.144 1.155 0.404 -0.26
O 4.603 -3.256 -0.735 -0.65
H -4.533 0.422 1.696 0.17
C 0.169 -3.183 -2.738 -0.60
H 0.947 -5.173 -1.027 0.21
C -9.109 -1.120 -0.052 -0.39
H -0.887 -3.185 -2.482 0.21
C -0.541 2.757 -0.376 0.08
H -6.817 1.229 1.150 0.21
```

Values from the calculation:
* HOMO level: -0.3052 Ha
* total charge: 0
* molecular weight: 552.72 g mol⁻¹
* energy relative to the best compared isomer or geometry (same formula, charge and spin): 0.0 kJ/mol
* SMILES: CCCCCCOc1ccc(N2C(=O)C[C@@H](N3CCN(CC/N=C/C4=C(O)CC(C)(C)CC4=O)CC3)C2=O)cc1
* gap between HOMO and LUMO: 8.976 eV

=====

Entry 4:
C31H44N6O2S3Y as an isolated structure, computed with ωB97M-V/def2-TZVPD.

Structure (XYZ):
```
87
Properties=species:S:1:pos:R:3:mulliken_charge:R:1
H 4.225 -2.493 -2.368 0.49
H 1.421 3.723 -1.788 0.46
Y -0.893 -0.049 0.137 0.54
C -0.317 7.166 0.286 -0.61
H 3.088 3.617 0.240 0.74
C -0.996 6.124 -0.335 -0.82
C 2.165 2.943 -1.611 -1.16
H 3.681 0.861 -1.621 0.51
H -2.154 -2.624 0.485 0.42
C -0.532 -6.406 -0.417 -0.88
H -5.089 4.478 0.236 0.50
N -2.632 -1.770 0.191 -0.20
C 5.909 -2.526 0.575 -0.66
C -3.416 -0.778 -1.921 -0.75
H 3.088 3.313 -2.063 0.45
C 2.443 2.809 -0.116 -0.27
N -2.699 1.483 0.164 1.93
C -4.405 3.639 0.215 -0.80
H -0.228 -7.227 -1.064 0.33
C -3.093 2.058 -0.984 0.01
H -1.872 2.003 3.045 0.46
H -4.340 3.413 2.354 0.61
H 0.777 1.339 -1.998 -0.80
S 2.132 -0.918 -1.290 0.27
H 2.941 -5.723 2.352 0.35
C 2.736 -5.657 1.286 -0.65
H -4.221 -0.575 0.897 0.36
C 0.759 6.908 1.126 -0.71
H 3.162 -0.709 1.406 0.36
H -4.163 -0.164 -1.417 0.35
C -3.992 3.048 1.397 -0.95
H -3.638 -0.947 3.312 0.40
N -2.165 0.043 -2.026 -0.26
C 2.796 0.532 -2.165 -1.04
H 6.821 -2.913 1.010 0.46
C 4.460 -2.281 -1.331 -0.67
H 6.316 -3.346 -1.369 0.46
H -4.331 -2.261 1.380 0.57
H -1.286 -0.095 3.154 0.38
H 2.933 1.872 0.155 -0.04
H 2.045 -7.391 0.114 0.37
H 1.274 7.723 1.616 0.44
N 0.648 -5.818 0.190 0.08
H 3.128 0.126 -3.122 0.64
S 1.050 2.932 1.007 -0.13
H -0.634 8.188 0.121 0.43
N -1.955 0.005 2.397 -0.25
C 3.859 -1.280 0.808 -0.49
C 0.939 -4.533 0.308 0.35
H 1.219 -7.210 1.665 0.33
H 3.670 -5.773 0.739 0.33
C -2.533 1.461 -2.258 -0.92
C -2.909 -1.141 2.523 -0.99
H -4.122 -2.614 -1.085 0.44
O 1.303 -0.304 -0.136 -0.42
N 2.098 -4.380 0.953 0.02
C 3.604 -1.528 -0.534 0.99
H 1.987 5.395 2.029 0.49
H -1.836 6.338 -0.983 0.49
C -0.596 4.811 -0.129 -0.10
H -1.651 -0.280 -2.842 0.35
H -2.330 -2.017 2.821 0.51
H -3.804 -0.992 -2.918 0.53
O -0.068 2.028 0.460 0.27
C -2.605 1.327 2.601 -1.65
S 0.003 -3.225 -0.294 -0.63
H -1.043 -5.656 -1.012 0.25
H 1.659 1.879 -3.402 0.55
C -3.950 3.139 -0.999 -1.07
C 5.628 -2.769 -0.765 -0.71
H -3.427 1.240 3.316 0.58
C -3.128 1.968 1.334 0.69
C 1.765 1.655 -2.341 0.50
C 1.665 -6.667 0.832 -0.57
H -1.649 2.016 -2.580 0.30
C 1.166 5.602 1.351 -0.67
C -3.185 -2.057 -1.155 -0.85
H -2.462 -2.691 -1.670 0.30
C 5.028 -1.792 1.359 -0.58
H 2.527 -3.478 1.067 0.06
C 0.489 4.575 0.703 0.83
H -1.119 3.986 -0.594 0.45
C -3.634 -1.434 1.223 -0.70
H -1.205 -6.792 0.350 0.32
H 5.253 -1.611 2.402 0.47
H -4.270 3.571 -1.938 0.61
H -3.283 1.556 -3.047 0.60
```

Values from the calculation:
* HOMO level: -0.5834 Ha
* total charge: +3
* molecular weight: 717.84 g mol⁻¹
* energy relative to the best compared isomer or geometry (same formula, charge and spin): 91.8 kJ/mol
* gap between HOMO and LUMO: 8.544 eV

=====

Entry 5:
A 9-piece molecular cluster, C31H44O27 overall at a distorted geometry, computed with ωB97M-V/def2-TZVPD.

Structure (XYZ):
```
102
Properties=species:S:1:pos:R:3:mulliken_charge:R:1
O 3.665 1.031 -0.800 -0.34
O -0.066 3.354 -4.590 -0.36
H -6.000 -2.724 2.521 0.38
O 2.250 -4.436 0.903 -0.36
H -4.964 -1.540 -3.412 0.37
C -0.507 3.430 -3.325 0.56
O -1.222 0.162 3.161 -0.65
H 2.709 -5.246 2.744 0.26
C 2.349 1.001 -0.451 -0.56
O 1.469 1.484 -1.105 -0.42
O 1.165 -2.527 0.531 -0.16
O 5.155 -0.211 4.344 -0.57
H 3.119 -1.350 0.487 0.00
H 0.287 -6.285 1.143 0.32
O -3.789 -5.353 5.286 -0.57
H -3.781 -1.002 -2.247 -0.38
H 5.625 1.151 1.933 0.38
H -4.467 -2.306 3.342 0.34
C -1.345 0.759 -0.223 0.74
H -4.621 1.245 -2.701 0.17
H -6.184 0.632 -3.243 0.25
H 1.775 1.706 3.638 -0.23
O -1.712 -0.970 1.289 -0.22
H -0.916 -1.437 -0.576 0.01
H 0.269 -5.984 2.867 0.37
C 3.995 0.069 4.509 0.66
H 1.492 4.373 -6.773 0.36
O 0.114 -0.541 -2.809 0.05
H -0.557 3.531 2.643 0.22
H 1.712 1.960 5.418 0.37
C 1.492 -0.348 -4.660 -0.05
C 1.516 4.785 -5.771 -1.55
C 2.367 -1.434 -2.541 -1.45
C 1.212 -3.597 1.062 -0.01
O 0.713 7.131 1.479 -0.56
C 1.613 4.133 -3.226 0.01
H -1.641 3.738 0.587 0.28
C 1.776 -0.077 4.847 -0.04
C -4.839 -0.952 -2.506 0.54
C 3.333 -0.379 0.942 -0.08
C -5.364 0.467 -2.543 -0.23
C 5.168 1.472 0.999 -1.65
O -4.725 -4.781 3.316 -0.39
H 2.272 -1.450 -1.455 -0.16
H -2.526 -0.965 -0.680 -0.54
O -5.503 -1.569 -1.388 -0.37
C -1.622 -0.757 -0.099 0.69
O -1.465 2.863 -2.907 -0.47
H 1.677 0.671 -2.679 -0.48
H 3.407 -1.241 -2.813 0.41
C -6.116 -0.594 -0.676 0.72
H 1.844 2.839 -4.954 -0.07
H 0.005 3.798 -0.230 -0.24
O -0.621 5.568 0.574 -0.39
H -0.479 0.997 -0.835 -0.73
C 0.364 5.998 1.380 0.53
H 2.125 5.096 -3.284 0.45
H -2.359 -3.162 2.020 -0.20
O -1.851 -0.560 -3.917 -0.55
H 2.196 -1.023 -5.137 0.38
H 0.781 5.574 -5.607 0.38
O 0.849 4.980 2.122 -0.41
H 1.293 -0.245 5.811 0.30
C -4.925 -2.641 2.408 -1.03
H 0.796 2.952 1.596 -0.57
H 6.013 1.773 0.371 0.45
H 2.667 -6.395 1.487 0.28
H -4.626 -1.872 1.695 0.05
O 2.257 0.529 0.791 0.41
O -0.895 1.046 1.115 -0.14
H -4.692 -4.569 1.259 0.37
H 2.134 -2.411 -2.961 0.53
C -1.245 0.080 1.972 0.67
H 4.557 2.372 1.039 0.32
C -2.818 -4.123 2.265 0.38
C -0.664 -0.500 -3.886 0.49
O 2.983 -0.798 4.568 -0.35
H 5.134 -0.339 -0.268 0.50
H 2.492 5.233 -5.568 0.40
H 2.296 3.401 -2.793 -0.02
O 0.208 -4.246 1.630 0.01
C -3.730 -4.897 4.188 0.64
C 2.172 1.403 4.606 0.36
O 0.091 -0.463 -5.003 -0.39
H -2.350 -4.839 1.585 0.10
O -2.589 -4.462 3.611 -0.35
C 4.459 0.365 0.211 0.27
O 0.366 4.146 -2.561 -0.24
C 0.628 -5.598 1.917 -0.40
C -4.323 -4.044 2.135 0.38
C -0.640 4.154 0.575 0.33
H 1.748 0.656 -5.002 -0.11
O -6.740 -0.776 0.322 -0.53
O -5.849 0.607 -1.198 -0.37
C 1.495 -0.319 -3.093 1.59
H 1.103 -0.538 4.119 -0.06
O 3.593 1.334 4.562 -0.35
C 1.316 3.752 -4.663 0.54
C 0.130 3.775 1.831 0.77
H 3.578 -0.612 1.977 0.21
H -2.204 1.404 -0.401 0.28
C 2.163 -5.489 1.825 -0.47
```

Values from the calculation:
* HOMO level: -0.3947 Ha
* total charge: 0
* molecular weight: 848.67 g mol⁻¹
* energy relative to the best compared isomer or geometry (same formula, charge and spin): 0.0 kJ/mol
* SMILES: C[C@H]1COC(=O)O1.C[C@H]1COC(=O)O1.C[C@H]1COC(=O)O1.C[C@H]1COC(=O)O1.O=C1OCCO1.O=C1OCCO1.O=C1OCCO1.O=C1OCCO1.O=C1OCCO1
* gap between HOMO and LUMO: 10.766 eV

=====

- Among the records above, which one has the highest molecular weight?
  C31H44O27